#i
ORCA calculation (the ωB97M-V functional and the def2-TZVPD basis) on a cluster of 3 separate species, C6H6N2O2 in total.

**Orbital gap**: 9.94 eV
**Net charge**: 0
**LUMO**: 0.12 eV

The geometry in XYZ format:
```
16
Properties=species:S:1:pos:R:3:lowdin_charge:R:1
C 1.5014 -0.6833 -0.5386 -0.513
C 1.4978 -0.3268 0.8660 -0.034
C 0.3644 -0.4498 1.5185 -0.101
C -0.9565 -1.1931 -0.4120 -0.599
C -1.2661 1.6091 -0.5520 -0.109
C -0.3095 2.3444 -0.4466 -0.107
H 0.0658 -1.0222 -2.1200 0.215
H 2.5264 -0.0486 1.3090 0.157
H 0.0396 0.0664 2.5757 0.178
H -1.5380 -0.9690 1.7083 0.156
H -2.0338 0.6457 -0.6799 0.104
H 0.3155 3.7062 -0.8470 0.216
N 0.2651 -1.0777 -1.0577 0.191
N -0.9121 -0.7542 0.9199 0.081
O 2.4126 -0.4028 -1.2438 0.099
O -1.9726 -1.4444 -0.9997 0.065
```

=====

#ii
ORCA calculation (the ωB97M-V functional and the def2-TZVPD basis) on the molecule C6H6N2O2.

**Orbital gap**: 8.68 eV
**SMILES**: O=C(O)/C=C\c1c[nH]cn1
**Net charge**: 0
**LUMO**: -0.13 eV

The geometry in XYZ format:
```
16
Properties=species:S:1:pos:R:3:lowdin_charge:R:1
O -3.6174 -0.2639 -0.1625 0.034
C -2.3645 -0.1689 -0.0482 -0.504
O -1.5965 -1.2710 -0.0954 0.080
C -1.6910 1.1438 0.1144 0.008
C -0.3009 1.2807 0.1916 -0.031
C 0.9191 0.5077 0.1349 -0.228
C 2.2452 0.9999 -0.2232 -0.013
N 3.1070 -0.0621 -0.2375 0.098
C 2.2290 -1.1814 -0.0074 -0.155
N 1.1064 -0.8453 0.3977 0.066
H -0.5986 -1.1631 -0.0127 0.071
H -2.3142 2.0737 0.0153 0.127
H -0.1234 2.3935 0.1791 0.117
H 2.4511 1.9998 -0.3120 0.090
H 4.0603 0.0182 -0.0573 0.123
H 2.5208 -2.1822 0.1580 0.118
```

=====

According to the calculations, the structures order from most to least stable as #ii, #i.

=====

#i
ORCA calculation (the ωB97M-V functional and the def2-TZVPD basis) on a cluster of 7 separate species, C14H42O7 in total.

**Orbital gap**: 9.86 eV
**SMILES**: CCO.CCO.CCO.CCO.CCO.CCO.CCO
**Net charge**: 0
**LUMO**: 0.26 eV

The geometry in XYZ format:
```
63
Properties=species:S:1:pos:R:3:lowdin_charge:R:1
C -4.9172 2.2130 -3.0820 -0.088
C -5.0292 1.6800 -1.6290 -0.348
O -5.7832 2.5770 -0.8830 -0.057
H -5.8832 2.5100 -3.5670 0.082
H -4.5772 1.3970 -3.7520 0.059
H -4.0392 2.9690 -3.1050 0.096
H -4.0352 1.4620 -1.0920 0.122
H -5.3882 0.7080 -1.5150 0.078
H -5.1692 3.2110 -0.5950 0.056
C -1.4902 -0.6680 -0.6400 -0.062
C -0.3412 0.0900 0.1700 -0.333
O 0.7618 -0.0890 -0.6020 -0.150
H -1.0322 -1.5990 -0.8940 0.031
H -1.6462 -0.1390 -1.6780 0.098
H -2.4082 -0.7510 0.0290 0.086
H -0.0652 -0.2030 1.3350 0.144
H -0.6852 1.2260 0.1930 0.122
H 1.6008 0.1370 -0.1530 0.073
C 0.4658 4.3310 1.3760 -0.080
C -0.2682 3.4630 2.4120 -0.354
O -1.5762 3.0940 2.1060 -0.022
H 1.4358 4.6950 1.6220 0.045
H -0.1452 5.2630 1.3040 0.092
H 0.8418 3.6320 0.5320 0.097
H -0.1912 3.9750 3.3850 0.111
H 0.3068 2.5480 2.5840 0.095
H -1.7732 2.4600 2.6900 0.015
C -0.7432 -1.7390 4.1730 -0.066
C 0.0458 -2.8400 4.9840 -0.301
O -0.6282 -3.1840 6.1610 -0.109
H -1.2552 -1.0040 4.8350 0.086
H -1.7102 -1.9720 3.7070 0.071
H -0.2722 -1.4140 3.3300 -0.003
H 0.9058 -2.4860 5.2650 0.044
H 0.0458 -3.7560 4.2950 0.132
H -0.0542 -3.8240 6.7260 0.139
C 0.6838 0.0800 -5.4160 -0.122
C 0.3688 0.1250 -3.9920 -0.382
O 1.4948 -0.2470 -3.2810 -0.060
H -0.3202 0.3670 -6.0350 0.131
H 0.9818 -0.8900 -5.7400 0.060
H 1.3868 0.8010 -5.7920 0.063
H -0.3442 -0.8080 -3.8050 0.148
H -0.0262 1.0930 -3.7470 0.108
H 1.3928 -0.1220 -2.3850 -0.013
C 0.8378 -4.3400 -0.4150 -0.132
C 1.6078 -3.0600 -0.1870 -0.414
O 2.8018 -3.4090 0.3690 -0.070
H 1.5268 -5.1030 -1.0210 0.102
H -0.0382 -4.3880 -1.1880 0.087
H 0.5578 -4.9370 0.6060 0.111
H 1.0468 -2.4140 0.4170 0.059
H 1.5968 -2.4160 -1.2280 0.165
H 2.6908 -3.9520 1.1740 0.104
C 4.2908 0.0050 -0.5290 -0.064
C 4.1178 0.9780 0.6340 -0.336
O 2.8728 1.5230 0.5730 -0.051
H 3.6488 -0.6970 -0.5040 -0.029
H 5.2298 -0.4860 -0.4320 0.082
H 4.0958 0.3300 -1.5680 0.106
H 4.9818 1.7010 0.5260 0.130
H 4.3248 0.3150 1.5390 0.139
H 2.8868 1.9780 1.4030 0.084
```

=====

#ii
ORCA calculation (the ωB97M-V functional and the def2-TZVPD basis) on a cluster of 7 separate species, C14H42O7 in total.

**Orbital gap**: 9.51 eV
**SMILES**: CCO.CCO.CCO.CCO.CCO.CCO.CCO
**Net charge**: 0
**LUMO**: 0.33 eV

The geometry in XYZ format:
```
63
Properties=species:S:1:pos:R:3:lowdin_charge:R:1
C -9.3380 -30.1016 3.2164 -0.073
C -8.5377 -29.0172 3.9072 -0.296
O -9.3884 -27.8820 4.1410 -0.062
H -8.7082 -31.0372 2.8372 0.111
H -9.8091 -29.7254 2.3809 0.035
H -10.0992 -30.6107 3.8804 0.091
H -7.6718 -28.7103 3.1946 0.133
H -8.2546 -29.2048 4.7532 -0.005
H -8.9129 -27.3881 4.7922 0.064
C -5.4267 -33.3288 -0.5370 -0.036
C -6.3622 -34.6478 -0.4273 -0.332
O -7.2508 -34.5464 -1.4130 0.041
H -4.9183 -33.3371 -1.4802 0.078
H -5.1380 -33.1279 0.3310 -0.044
H -5.9363 -32.3925 -0.6101 0.066
H -6.5623 -34.6968 0.6789 0.124
H -5.6417 -35.4683 -0.5486 0.111
H -7.6498 -35.2348 -1.1073 -0.011
C -4.2998 -36.2734 4.5511 -0.091
C -4.5966 -34.7822 4.7668 -0.374
O -3.4839 -33.9100 4.8731 -0.118
H -5.4028 -36.7714 4.5719 0.111
H -3.7772 -36.5742 5.5284 0.087
H -3.8294 -36.5128 3.5466 0.081
H -5.1122 -34.6025 5.6225 0.068
H -5.2203 -34.5115 3.9849 0.069
H -3.6970 -32.9338 5.0053 0.034
C -1.6424 -26.0801 1.6209 -0.108
C -1.7930 -27.5536 1.6294 -0.299
O -0.7202 -28.0626 2.4278 -0.080
H -1.8813 -25.6394 2.5357 0.057
H -2.2487 -25.5504 0.8880 0.083
H -0.7793 -25.5846 1.3858 0.050
H -1.6117 -27.7991 0.5325 0.124
H -2.6987 -28.1572 1.9940 0.104
H -0.4743 -28.9403 2.2529 0.050
C -7.1394 -31.0934 7.3586 -0.078
C -5.9391 -31.2275 8.3453 -0.267
O -4.6651 -31.0202 7.6492 -0.108
H -7.3128 -30.1395 7.1180 0.010
H -8.1372 -31.4003 7.7032 0.084
H -6.8616 -31.8424 6.5145 0.108
H -5.8337 -32.3229 8.8051 0.137
H -6.2073 -30.6380 9.3499 0.139
H -3.9439 -30.9995 8.2945 0.110
C -5.4839 -26.2788 2.2228 -0.066
C -6.5260 -25.2734 2.7319 -0.288
O -6.3701 -24.0262 2.0624 -0.056
H -5.8198 -26.7791 1.2935 0.086
H -5.4513 -27.2492 2.8096 0.080
H -4.5803 -25.8978 2.1510 -0.005
H -6.3271 -25.0532 3.7141 0.086
H -7.4287 -25.7576 2.6232 0.079
H -6.7424 -24.1606 1.1888 0.081
C -4.6009 -30.6932 2.7679 -0.083
C -5.2371 -30.9025 4.1650 -0.321
O -4.3523 -31.5289 5.0706 -0.109
H -3.5062 -29.9726 2.9152 0.138
H -5.3580 -30.0255 2.1747 0.085
H -4.2410 -31.6043 2.2339 0.060
H -6.0575 -31.5982 3.8747 0.112
H -5.5392 -29.9566 4.5818 0.102
H -4.6243 -31.3699 5.9927 0.040
```

=====

According to the calculations, the structures order from most to least stable as #i, #ii.

=====

#i
ORCA calculation (the ωB97M-V functional and the def2-TZVPD basis) on the molecule C2H5O3PS.

**Orbital gap**: 9.77 eV
**SMILES**: CS12(=O)C[P@@]1(=O)O2
**Net charge**: 0
**LUMO**: 0.59 eV

The geometry in XYZ format:
```
12
Properties=species:S:1:pos:R:3:lowdin_charge:R:1
C -0.3630 1.3362 -0.6015 -0.094
S -0.0014 0.3418 0.9029 0.588
O 0.4737 1.2644 1.8335 -0.284
C 1.0068 -1.0241 0.3027 -0.367
P -0.6670 -2.0276 0.0026 0.825
O -0.8673 -1.6090 -1.4030 -0.511
O -1.2277 -0.4153 1.1703 -0.463
H -1.3922 1.5733 -0.4027 0.066
H 0.2432 2.2525 -0.4662 0.084
H -0.2970 0.7759 -1.4478 0.010
H 1.3383 -0.8538 -0.7756 0.078
H 1.7535 -1.6141 0.8849 0.068
```

=====

#ii
ORCA calculation (the ωB97M-V functional and the def2-TZVPD basis) on a cluster of 2 separate species, C2H5O3PS in total.

**Orbital gap**: 9.63 eV
**SMILES**: O=P(O)=S.CC=O
**Net charge**: 0
**LUMO**: -0.38 eV

The geometry in XYZ format:
```
12
Properties=species:S:1:pos:R:3:lowdin_charge:R:1
O -3.1835 1.2237 -1.6059 -0.338
P -2.9384 0.3316 -0.4798 0.153
O -2.5014 1.1119 0.8266 -0.204
S -2.8808 -1.5930 -0.4970 0.290
H -2.8698 2.0030 0.5979 0.097
C 2.3042 -1.0311 0.1768 -0.073
C 1.7619 0.3577 0.1311 -0.361
O 1.4580 1.0002 -0.8455 0.039
H 3.0869 -1.1905 -0.5806 0.085
H 1.4686 -1.7212 -0.2154 0.108
H 2.4850 -1.2050 1.2939 0.095
H 1.8095 0.7128 1.1978 0.111
```

=====

According to the calculations, the structures order from most to least stable as #ii, #i.